No. 1
Molecular formula: C5H16N2OS
Method: DFT, ωB97M-V/def2-TZVPD

Atoms and positions in Å:
C (1.9078, -0.5182, -1.9729)
C (2.0148, 0.5984, -0.9504)
N (0.7863, 0.9737, -0.2935)
C (-0.1225, -0.0651, 0.1915)
C (-0.4700, 0.2049, 1.6433)
N (-1.3304, -0.8325, 2.2021)
C (-1.3827, -0.1813, -0.6976)
S (-1.8415, -1.9302, -1.0891)
H (2.8904, -0.8669, -2.3075)
H (1.3202, -0.1800, -2.8318)
H (1.3970, -1.3997, -1.5855)
H (2.4218, 1.4895, -1.4463)
H (2.8468, 0.3835, -0.2668)
H (0.3421, 1.7375, -0.7781)
H (0.3957, -1.0146, 0.1172)
H (0.4433, 0.2343, 2.2230)
H (-0.8165, 1.2421, 1.7412)
H (-2.2990, -0.7378, 1.9117)
H (-1.2671, -0.8116, 3.2089)
H (-2.2854, 0.1934, -0.2173)
H (-1.2259, 0.3237, -1.6378)
H (-1.2826, -2.4964, -0.0136)
O (1.6115, 3.1891, 1.6387)
H (1.2311, 2.3853, 1.2491)
H (2.2083, 2.8505, 2.3123)

## Properties
Frontier orbital gap in eV: 9.65
Largest force on an atom in eV Å⁻¹: 1.2
Calculated total energy in eV: -21307.0772
HOMO in eV: -8.859
Charge: 0

***

No. 2
Molecular formula: C5H16N2S
Method: DFT, ωB97M-V/def2-TZVPD

Atoms and positions in Å:
C (0.8061, -2.9967, -1.2036)
C (1.2803, -1.7347, -1.9143)
C (2.1456, -0.8159, -1.0530)
S (1.4181, -0.3159, 0.5972)
H (1.5535, -3.3333, -0.4822)
H (0.6641, -3.7994, -1.9365)
H (-0.1382, -2.7951, -0.6882)
H (1.8763, -2.0478, -2.7960)
H (0.4270, -1.2432, -2.3856)
H (2.3848, 0.1036, -1.5801)
H (3.0816, -1.3292, -0.7964)
C (-1.3188, 1.6457, 1.3809)
N (-2.1413, 1.5514, 2.5557)
C (-2.1550, 1.6696, 0.0776)
N (-1.3200, 1.4630, -1.0909)
H (-0.5643, 0.8095, 1.3162)
H (-0.7355, 2.5741, 1.3969)
H (-2.2982, 0.5505, 2.6944)
H (-1.7172, 1.8865, 3.4125)
H (-2.6510, 2.6408, -0.0272)
H (-2.9133, 0.9004, 0.1407)
H (-0.8234, 2.3151, -1.3476)
H (-0.5999, 0.7724, -0.8094)
H (-0.5825, -0.7978, 0.0507)

## Properties
Spin multiplicity: 2
Frontier orbital gap (alpha / beta) in eV: 7.97 / 4.66
Largest force on an atom in eV Å⁻¹: 3.9
Expectation value of S²: 0.765
Calculated total energy in eV: -19247.9140
HOMO (alpha / beta) in eV: -13.832 / -13.142
Charge: +1

***

Repeat the first record exactly.
Molecular formula: C5H16N2OS
Method: DFT, ωB97M-V/def2-TZVPD

Atoms and positions in Å:
C (1.9078, -0.5182, -1.9729)
C (2.0148, 0.5984, -0.9504)
N (0.7863, 0.9737, -0.2935)
C (-0.1225, -0.0651, 0.1915)
C (-0.4700, 0.2049, 1.6433)
N (-1.3304, -0.8325, 2.2021)
C (-1.3827, -0.1813, -0.6976)
S (-1.8415, -1.9302, -1.0891)
H (2.8904, -0.8669, -2.3075)
H (1.3202, -0.1800, -2.8318)
H (1.3970, -1.3997, -1.5855)
H (2.4218, 1.4895, -1.4463)
H (2.8468, 0.3835, -0.2668)
H (0.3421, 1.7375, -0.7781)
H (0.3957, -1.0146, 0.1172)
H (0.4433, 0.2343, 2.2230)
H (-0.8165, 1.2421, 1.7412)
H (-2.2990, -0.7378, 1.9117)
H (-1.2671, -0.8116, 3.2089)
H (-2.2854, 0.1934, -0.2173)
H (-1.2259, 0.3237, -1.6378)
H (-1.2826, -2.4964, -0.0136)
O (1.6115, 3.1891, 1.6387)
H (1.2311, 2.3853, 1.2491)
H (2.2083, 2.8505, 2.3123)

## Properties
Frontier orbital gap in eV: 9.65
Largest force on an atom in eV Å⁻¹: 1.2
Calculated total energy in eV: -21307.0772
HOMO in eV: -8.859
Charge: 0

***

largest force on an atom of number 1 (C5H16N2OS)?
1.2 eV Å⁻¹